{
  "formula": "C54H54ClN4O2P2Ti",
  "method": "wB97M-V/def2-TZVPD",
  "gap_ev": 6.68,
  "relative_energy_kj_mol": 143.4,
  "total_charge": 1,
  "homo_ev": -9.673,
  "symbols": ["Ti", "C", "C", "C", "N", "C", "C", "C", "C", "C", "C", "C", "N", "C", "C", "C", "N", "C", "C", "C", "C", "C", "C", "C", "N", "C", "C", "H", "H", "H", "H", "H", "H", "H", "H", "H", "H", "H", "H", "H", "H", "H", "H", "H", "H", "H", "H", "H", "H", "H", "H", "H", "H", "O", "P", "C", "P", "O", "C", "C", "C", "C", "C", "C", "C", "C", "C", "C", "C", "C", "C", "C", "C", "C", "C", "C", "C", "C", "C", "C", "C", "C", "H", "H", "H", "H", "H", "H", "H", "H", "H", "H", "H", "H", "H", "H", "H", "H", "H", "H", "H", "H", "H", "H", "Cl", "C", "C", "C", "C", "C", "C", "C", "H", "H", "H", "H", "H", "H"],
  "coordinates": [[0.2890, 1.7106, -0.5242], [2.0843, 4.1717, 1.0519], [1.6140, 4.7676, -0.2839], [0.0944, 4.8713, -0.3422], [-0.5334, 3.6033, -0.7318], [-1.8489, 3.5422, -0.8969], [-2.7143, 4.5980, -0.5155], [-4.0742, 4.7364, -0.6344], [-5.0180, 3.9170, -1.2646], [-4.7479, 2.7582, -1.9418], [-3.5376, 2.0679, -2.0949], [-2.2898, 2.2951, -1.5511], [-1.2731, 1.3961, -1.7144], [-1.1569, 0.6977, -3.0074], [-0.7623, 1.6736, -4.1130], [0.2425, 2.6923, -3.5660], [1.0912, 2.1432, -2.5145], [2.2366, 1.5703, -2.7840], [2.7269, 1.3904, -4.1103], [3.8653, 0.7911, -4.5702], [4.9098, 0.1640, -3.8705], [5.0114, 0.0569, -2.5146], [4.1642, 0.5348, -1.4972], [2.9684, 1.2189, -1.5524], [2.2764, 1.6156, -0.4460], [2.9622, 1.8213, 0.8355], [3.3353, 3.2903, 1.0076], [2.2074, 4.9821, 1.7720], [1.2736, 3.5641, 1.4664], [2.0429, 5.7611, -0.4241], [1.9586, 4.1647, -1.1226], [-0.2746, 5.1942, 0.6392], [-0.2164, 5.6335, -1.0611], [-2.2210, 5.4266, -0.0268], [-4.4715, 5.6420, -0.1897], [-6.0485, 4.2500, -1.2410], [-5.5957, 2.2789, -2.4177], [-3.6192, 1.1492, -2.6655], [-0.3978, -0.0534, -2.8920], [-2.0666, 0.1446, -3.2508], [-0.3428, 1.0953, -4.9410], [-1.6229, 2.2161, -4.5103], [0.8357, 3.1370, -4.3629], [-0.3033, 3.5134, -3.1106], [2.0751, 1.7717, -4.8837], [3.9690, 0.7908, -5.6504], [5.7052, -0.2682, -4.4655], [5.8867, -0.4681, -2.1471], [4.5183, 0.3105, -0.5019], [2.2877, 1.5151, 1.6321], [3.8370, 1.1878, 0.9360], [3.8999, 3.3869, 1.9380], [4.0095, 3.5985, 0.2025], [-0.2917, -1.5968, -1.2712], [-1.3262, -2.2681, -0.4391], [-1.0655, -1.8733, 1.2920], [0.6714, -1.4856, 1.4562], [0.9668, -0.1447, 0.8489], [1.6010, -2.7817, 0.6283], [1.6614, -4.0858, 1.1184], [2.3926, -5.0446, 0.4341], [3.0719, -4.7005, -0.7307], [3.0128, -3.4027, -1.2196], [2.2724, -2.4426, -0.5430], [1.1394, -1.5867, 3.1818], [2.4095, -1.0966, 3.4978], [2.9280, -1.2755, 4.7687], [2.1877, -1.9517, 5.7323], [0.9244, -2.4358, 5.4285], [0.3984, -2.2532, 4.1552], [-1.1818, -4.0487, -0.5530], [-1.9885, -4.9033, 0.1995], [-1.8319, -6.2750, 0.0889], [-0.8784, -6.7930, -0.7835], [-0.0835, -5.9449, -1.5408], [-0.2307, -4.5673, -1.4261], [-3.0261, -1.8314, -0.8441], [-3.5452, -2.3122, -2.0505], [-4.8249, -1.9619, -2.4502], [-5.6057, -1.1387, -1.6448], [-5.1010, -0.6576, -0.4460], [-3.8135, -0.9996, -0.0496], [-1.4531, -2.6501, 1.9522], [-1.5413, -0.9227, 1.5493], [1.1484, -4.3572, 2.0364], [2.4388, -6.0587, 0.8096], [3.6492, -5.4498, -1.2588], [3.5351, -3.1374, -2.1324], [2.1840, -1.4335, -0.9305], [2.9919, -0.5755, 2.7445], [3.9115, -0.8906, 5.0100], [2.5954, -2.0914, 6.7268], [0.3428, -2.9467, 6.1857], [-0.5941, -2.6294, 3.9395], [-2.7454, -4.5026, 0.8691], [-2.4536, -6.9418, 0.6745], [-0.7610, -7.8664, -0.8719], [0.6587, -6.3535, -2.2163], [0.3995, -3.8881, -1.9903], [-2.9486, -2.9674, -2.6776], [-5.2209, -2.3424, -3.3842], [-6.6121, -0.8806, -1.9517], [-5.7065, -0.0173, 0.1847], [-3.4378, -0.6049, 0.8871], [-0.6174, 0.1100, 7.1204], [-0.6163, 0.5913, 5.4484], [0.4448, 1.3227, 4.9387], [0.4161, 1.7383, 3.6149], [-0.6644, 1.4569, 2.7762], [-0.8022, 2.0561, 1.4059], [-1.7079, 0.7117, 3.3269], [-1.6950, 0.2718, 4.6446], [1.2814, 1.5707, 5.5816], [1.2462, 2.3289, 3.2418], [-0.8268, 3.1357, 1.5364], [-1.8025, 1.8166, 1.0185], [-2.5913, 0.5214, 2.7219], [-2.5301, -0.2843, 5.0555]],
  "mulliken_charge": [-1.107, 0.066, -0.761, -1.571, 1.448, 0.420, -0.857, -0.742, -0.914, -0.446, -0.053, 0.240, 1.285, -1.651, -0.580, -1.519, 0.724, 0.843, -1.091, -0.769, -0.617, -0.723, -0.065, 0.700, 1.268, -0.297, -1.783, 0.626, -0.384, 0.553, -0.111, 0.466, 0.652, 0.356, 0.417, 0.373, 0.434, 0.308, 0.401, 0.710, 0.449, 0.390, 0.903, 0.092, 0.285, 0.376, 0.389, 0.426, 0.183, -0.844, 0.816, 0.548, 0.348, -0.951, 1.707, -0.012, 0.436, 0.654, 0.822, -0.897, -0.851, -0.762, -0.735, -0.098, 1.326, -0.865, -0.776, -0.612, -0.944, -0.002, 0.653, -0.903, -0.830, -0.524, -0.746, -0.604, 0.516, -0.662, -0.772, -0.600, -0.679, -0.218, 1.133, -1.453, 0.506, 0.475, 0.456, 0.506, -0.076, 0.193, 0.469, 0.404, 0.450, 0.293, 0.440, 0.447, 0.423, 0.460, 0.585, 0.500, 0.431, 0.446, 0.469, 0.381, -0.199, 0.452, -1.169, 0.402, 0.029, -1.250, 0.176, -1.418, 0.492, 0.245, 1.311, 0.328, 0.499, 0.488]
}


{
  "formula": "C4H9NO2S",
  "method": "wB97M-V/def2-TZVPD",
  "gap_ev": 10.01,
  "relative_energy_kj_mol": 186.2,
  "homo_ev": -9.433,
  "symbols": ["N", "C", "C", "C", "S", "C", "O", "O", "H", "H", "H", "H", "H", "H", "H", "H", "H"],
  "coordinates": [[-0.8854, 0.6029, -1.3002], [-0.6612, 0.1310, 0.0990], [0.8253, -0.3775, 0.2426], [1.8535, 0.6624, -0.2492], [1.7940, 2.3174, 0.8067], [-1.4077, -1.1574, 0.3568], [-1.0094, -2.1701, 0.9263], [-2.7741, -1.2955, -0.1035], [-0.2627, 1.4172, -1.5342], [-0.9231, -0.1018, -2.0116], [-0.8885, 0.8139, 0.8854], [0.9435, -0.5843, 1.2423], [1.0806, -1.3871, -0.2779], [2.9044, 0.1710, -0.2251], [1.6779, 1.0141, -1.2877], [1.0036, 1.8551, 1.8733], [-3.2707, -1.9113, 0.5570]],
  "mulliken_charge": [-0.618, 0.241, -0.842, -0.712, -0.209, 0.343, -0.552, -0.498, 0.255, 0.236, 0.351, 0.480, 0.363, 0.338, 0.358, 0.113, 0.356]
}


{
  "formula": "C15H16N2O2S",
  "method": "wB97M-V/def2-TZVPD",
  "gap_ev": 8.90,
  "relative_energy_kj_mol": 251.1,
  "homo_ev": -8.388,
  "symbols": ["C", "C", "C", "C", "C", "C", "C", "O", "C", "C", "O", "N", "N", "C", "C", "C", "C", "S", "C", "C", "H", "H", "H", "H", "H", "H", "H", "H", "H", "H", "H", "H", "H", "H", "H", "H"],
  "coordinates": [[1.8697, 1.6760, 3.5348], [0.7653, 1.0735, 2.7191], [-0.4736, 1.6818, 2.6163], [-1.4815, 1.0936, 1.8679], [-1.2804, -0.0997, 1.2007], [-2.3515, -0.7448, 0.3794], [-0.0209, -0.7128, 1.2937], [0.1161, -1.8892, 0.6116], [1.4120, -2.3669, 0.3397], [1.3564, -3.2086, -0.9305], [1.7204, -4.3581, -1.0084], [0.8678, -2.5419, -2.0141], [0.5139, -1.2523, -1.9619], [-0.0347, -0.6964, -2.9663], [-0.4363, 0.6831, -2.9030], [-0.2798, 1.5142, -1.7539], [-0.7604, 2.7614, -1.9471], [-1.4155, 2.9712, -3.5296], [-1.0383, 1.3534, -3.9359], [0.9815, -0.1288, 2.0518], [1.5541, 2.6154, 3.9811], [2.1661, 0.9957, 4.3324], [2.7457, 1.8625, 2.9144], [-0.6589, 2.6163, 3.1251], [-2.4446, 1.5783, 1.7971], [-1.9839, -0.9274, -0.6289], [-2.6236, -1.7086, 0.8073], [-3.2355, -0.1143, 0.3312], [2.1072, -1.5370, 0.1570], [1.7881, -2.9940, 1.1580], [0.7397, -3.0802, -2.8764], [-0.2335, -1.2370, -3.9002], [0.1621, 1.1654, -0.8399], [-0.7776, 3.5834, -1.2600], [-1.2804, 0.9801, -4.9115], [1.9450, -0.6069, 2.1491]],
  "mulliken_charge": [-1.469, 0.728, -0.962, -0.667, 1.052, -1.462, 0.683, -0.423, -0.485, 0.079, -0.641, -0.307, 0.128, -0.488, 0.585, -0.700, -0.281, -0.146, -0.513, -0.539, 0.355, 0.353, 0.313, 0.317, 0.370, 0.175, 0.317, 0.386, 0.433, 0.425, 0.249, 0.301, 0.458, 0.460, 0.421, 0.496]
}